(1)
18
Properties=species:S:1:pos:R:3:lowdin_charge:R:1 method="wB97M-V/def2-TZVPD" mol_weight_g_mol=112.2 gap_ev=9.080 energy_ha=-670.1340 homo_energy_ev=-8.56 max_force_ev_per_a=1.46 smiles=CCSC.O.O
C 0.32056 -0.49613 -0.75598 -0.15
C -0.92350 -1.38393 -0.87461 -0.59
S -1.86918 -1.25277 -2.41074 0.78
C -0.63620 -1.98372 -3.52059 -0.43
H 0.67489 -0.62405 0.26295 0.07
H 1.06606 -0.84684 -1.46694 0.06
H -0.01083 0.50765 -1.01605 0.07
H -0.71982 -2.43318 -0.68030 0.07
H -1.58526 -1.13564 -0.09057 0.04
H -0.59569 -3.03918 -3.26455 0.03
H 0.39820 -1.65932 -3.58626 0.04
H -1.11138 -1.96808 -4.50352 0.02
O 3.45702 3.26548 4.05819 -0.06
H 2.99808 3.20259 3.20437 0.05
H 2.93254 2.55050 4.43618 0.00
O 0.66593 2.04733 4.43408 -0.05
H -0.13788 2.45169 4.10304 0.04
H 1.23177 2.66274 4.90108 0.02

=====

(2)
75
Properties=species:S:1:pos:R:3:lowdin_charge:R:1 method="wB97M-V/def2-TZVPD" mol_weight_g_mol=609.3 total_charge=+2 gap_ev=4.676 energy_ha=-4336.2000 homo_energy_ev=-11.38 max_force_ev_per_a=3.25
Ga 0.13950 0.48242 -1.09728 0.56
P 2.04106 -0.81914 -1.45486 0.82
C 2.21000 -1.24907 -3.18310 -0.27
C 1.02841 -1.31911 -3.96571 -0.37
N -0.13030 -0.85593 -3.38176 -0.02
C -1.32468 -1.31080 -3.78024 -0.37
C -1.46509 -2.17915 -4.87382 -0.05
C -0.34567 -2.42061 -5.67799 -0.05
C 0.88624 -1.91147 -5.28153 -0.02
C -2.52531 -0.98610 -2.89587 -0.25
P -2.13402 0.54510 -1.94553 0.86
H 1.79255 -2.13401 -5.83500 0.11
H -2.44020 -2.65461 -5.01525 0.11
H -0.45718 -3.03076 -6.57605 0.12
H -3.41313 -0.85513 -3.52982 0.11
H -2.72990 -1.85100 -2.23508 0.11
H 4.08246 3.04433 -4.92379 0.05
H 3.15430 -1.42620 -3.71243 0.08
H 1.08751 3.87695 -2.80177 0.04
O 3.17786 3.12186 -4.56237 -0.10
H 2.54345 2.52356 -5.04594 0.06
H 0.75704 1.87332 0.89542 0.04
O 0.18872 3.65671 -2.52661 -0.07
H 0.04011 4.24983 -1.74831 0.07
C -2.40232 1.83305 -3.21804 -0.22
H -3.36367 1.61311 -3.69525 0.07
H -2.42962 2.85684 -2.82673 0.06
H -1.62876 1.85948 -3.99685 0.07
C -3.50117 0.74726 -0.76943 -0.22
H -3.33067 1.70971 -0.28167 0.06
H -4.46566 0.78133 -1.28732 0.07
H -3.56971 -0.00500 0.02255 0.04
C 2.08105 -2.49197 -0.68091 -0.20
H 2.90579 -3.07838 -1.11579 0.08
H 2.20226 -2.42155 0.40593 0.00
H 1.15548 -3.04662 -0.87691 0.06
C 3.49473 0.11519 -0.77197 -0.21
H 3.43583 0.14960 0.32245 0.02
H 4.45116 -0.34607 -1.05567 0.07
H 3.50827 1.15329 -1.13417 0.05
N 0.10949 1.12170 0.66838 -0.24
P -0.11542 0.28986 2.08583 0.96
C -1.57136 -0.77905 2.00085 -0.29
C -2.68461 -0.51405 2.83889 -0.05
C -3.74608 -1.41511 2.87736 -0.04
C -3.72193 -2.57909 2.10970 -0.03
C -2.62734 -2.83908 1.28030 -0.06
C -1.54589 -1.96191 1.22914 -0.10
C 1.51204 -0.42467 2.51154 -0.29
C 1.72862 -1.82186 2.53274 -0.10
C 3.00430 -2.32651 2.81859 -0.06
C 4.03775 -1.46500 3.17565 -0.04
C 3.82246 -0.08682 3.21168 -0.05
C 2.57755 0.43842 2.85918 -0.09
C -0.38254 1.61447 3.27689 -0.33
C -0.29703 1.27774 4.63360 -0.09
C -0.51257 2.23420 5.62353 -0.04
C -0.77775 3.55785 5.25099 -0.04
C -0.81637 3.92884 3.89768 -0.05
C -0.62816 2.95484 2.91535 -0.07
H -2.68725 0.35569 3.50839 0.12
H -4.61335 -1.20531 3.50201 0.13
H -4.57537 -3.26272 2.11601 0.13
H -2.61056 -3.73335 0.65945 0.12
H -0.65746 -2.23180 0.63715 0.09
H 0.89841 -2.51271 2.32396 0.11
H 3.18169 -3.39890 2.70841 0.13
H 5.02979 -1.87794 3.35547 0.12
H 4.63282 0.57416 3.51068 0.12
H 2.43098 1.52091 2.91575 0.12
H -0.03913 0.26700 4.92339 0.12
H -0.46525 1.95209 6.67708 0.12
H -0.94974 4.32160 6.01323 0.12
H -0.98137 4.97215 3.59335 0.12
H -0.66610 3.25412 1.87231 0.09

=====

(3)
12
Properties=species:S:1:pos:R:3:lowdin_charge:R:1 method="wB97M-V/def2-TZVPD" mol_weight_g_mol=182.2 gap_ev="6.355 / 6.362" energy_ha=-1280.0924 homo_energy_ev="-8.95 / -8.94" max_force_ev_per_a=3.22
C -1.17672 1.06348 1.01777 -0.83
N -0.36907 1.52563 0.10765 0.03
N -0.75512 1.31821 -1.19705 -0.02
N -1.57290 0.33970 -1.48878 0.12
N -2.46407 -0.10379 -0.85580 -0.14
O -3.19360 -1.01603 -0.88522 0.15
O -2.38619 0.69292 0.89058 -0.03
O -0.30326 -1.27420 1.17807 -0.29
S 1.17742 1.60115 2.83947 0.26
S -0.48957 0.70181 2.64338 0.62
H -1.15262 -1.63100 1.35451 -0.07
H -0.08898 1.66741 -1.99000 0.22

=====

(4)
19
Properties=species:S:1:pos:R:3:lowdin_charge:R:1 method="wB97M-V/def2-TZVPD" mol_weight_g_mol=100.2 gap_ev=11.344 energy_ha=-311.0164 homo_energy_ev=-10.12 max_force_ev_per_a=0.27 smiles=CCC[C@H]1O[C@@H]1C
C -2.92440 -0.84679 0.15392 -0.12
C -1.75164 0.00085 0.63864 -0.26
C -0.72215 0.24226 -0.46952 -0.17
C 0.63373 0.62422 0.07647 -0.28
O 1.19801 -0.32347 0.97997 -0.02
C 1.83887 -0.13199 -0.27575 -0.32
C 3.22796 0.44042 -0.23342 -0.04
H -2.56496 -1.81722 -0.20998 0.07
H -3.45979 -0.36150 -0.67060 0.07
H -3.64170 -1.03627 0.95891 0.07
H -1.24857 -0.51589 1.46386 0.11
H -2.11365 0.95854 1.03499 0.11
H -0.61145 -0.68241 -1.05110 0.11
H -1.07243 1.01506 -1.16723 0.12
H 0.75864 1.66160 0.39902 0.15
H 1.69896 -0.96931 -0.96457 0.14
H 3.54602 0.76176 -1.23097 0.08
H 3.93505 -0.31687 0.12169 0.08
H 3.27350 1.29702 0.44566 0.08

=====

(5)
15
Properties=species:S:1:pos:R:3:lowdin_charge:R:1 method="wB97M-V/def2-TZVPD" mol_weight_g_mol=117.1 gap_ev=10.947 energy_ha=-437.0912 homo_energy_ev=-10.39 max_force_ev_per_a=2.14 smiles="O=CNC(=O)CCO"
O 1.13123 2.76217 -2.19271 0.06
C 0.90923 1.74621 -1.58142 -0.30
N -0.00089 1.79185 -0.53026 0.13
C -0.63751 0.78178 0.18499 -0.44
O -1.42141 1.05892 1.05813 0.10
C -0.12343 -0.63597 -0.12292 -0.07
C -0.61537 -1.73207 0.89455 -0.21
O 0.54266 -2.29363 1.52908 -0.09
H 1.41255 0.82054 -1.81933 0.13
H -0.39024 2.70914 -0.35291 0.16
H 0.96017 -0.57846 -0.05690 0.11
H -0.51544 -1.02844 -1.04360 0.11
H -1.19569 -1.27377 1.72255 0.12
H -1.08353 -2.56933 0.38338 0.12
H 1.02765 -1.55895 1.92737 0.08

=====

(6)
15
Properties=species:S:1:pos:R:3:lowdin_charge:R:1 method="wB97M-V/def2-TZVPD" mol_weight_g_mol=100.1 gap_ev="5.617 / 9.067" energy_ha=-345.6586 homo_energy_ev="-6.47 / -8.46" max_force_ev_per_a=3.71
C -1.92814 -0.67916 0.27154 -0.04
C -0.80673 0.26075 -0.00584 -0.43
O -1.15372 1.32068 -0.68340 0.04
C 0.45398 0.17056 0.80392 -0.19
C 1.65071 -0.30294 -0.02222 -0.14
C 1.43528 0.52134 -1.34634 -0.14
O 2.32852 0.55699 -2.15785 0.07
H -2.56129 -0.23669 1.05428 0.09
H -2.54853 -0.81887 -0.61661 0.08
H -1.55862 -1.64059 0.63538 0.08
H -0.24811 1.59277 -1.05024 0.11
H 0.66670 1.19527 1.14409 0.12
H 0.25402 -0.46148 1.67721 0.12
H 2.61297 -0.15837 0.48963 0.11
H 1.55621 -1.36469 -0.29312 0.12